[1]
56
Properties=species:S:1:pos:R:3:forces:R:3 method="wB97M-V/def2-TZVPD" de_lowest_kj_mol=19.0 energy_ev=-36462.991 smiles="O=C(O)CCCCCNC(=O)c1ccc(C(=O)NCCCCCC(=O)O)cc1" homo_ev=-9.3 orbital_gap_ev=9.71
O -0.127 0.644 -0.569 0.2 -0.2 0.1
C -0.358 1.403 -1.494 0.0 -0.1 -0.1
O -1.291 2.319 -1.460 -0.5 0.6 0.0
C 0.431 1.397 -2.777 0.1 0.1 0.2
C 1.831 1.967 -2.506 0.0 0.0 -0.2
C 2.659 2.169 -3.776 -0.1 -0.2 0.1
C 2.949 0.915 -4.604 0.2 0.1 0.2
C 3.794 -0.144 -3.890 0.2 0.1 -0.3
N 3.019 -0.922 -2.955 -0.2 -0.1 -0.2
C 3.312 -1.009 -1.635 0.0 -0.1 -0.2
O 4.322 -0.530 -1.154 0.1 0.1 0.2
C 2.249 -1.659 -0.814 -0.1 -0.1 0.4
C 1.354 -2.599 -1.314 0.1 0.1 0.0
C 0.304 -3.035 -0.531 -0.2 0.0 0.1
C 0.124 -2.539 0.757 0.3 -0.1 -0.3
C -1.119 -2.954 1.473 0.0 0.1 0.2
O -1.708 -3.989 1.221 0.0 -0.2 -0.2
N -1.565 -2.064 2.389 0.1 0.2 0.2
C -2.872 -2.180 2.996 -0.3 -0.1 -0.1
C -3.572 -0.823 3.016 0.2 -0.2 0.2
C -3.067 0.055 4.165 -0.3 0.1 -0.2
C -3.378 1.543 3.967 0.2 -0.1 0.1
C -2.195 2.327 3.379 -0.2 0.0 0.0
C -1.826 1.879 1.988 0.0 0.3 0.1
O -2.355 2.323 0.987 -0.3 0.2 -0.1
O -0.865 0.982 1.954 0.5 -0.5 0.0
C 1.068 -1.666 1.287 -0.1 -0.2 -0.1
C 2.121 -1.235 0.506 0.2 0.0 -0.2
H -1.781 2.341 -0.585 0.4 -0.3 -0.2
H 0.505 0.369 -3.129 -0.1 0.0 0.0
H -0.089 2.007 -3.516 0.0 -0.1 0.0
H 1.719 2.942 -2.024 0.0 0.0 0.1
H 2.357 1.317 -1.808 0.0 0.1 0.1
H 3.611 2.617 -3.483 0.0 0.1 -0.1
H 2.141 2.886 -4.419 0.0 0.1 0.0
H 3.493 1.229 -5.497 -0.1 -0.1 -0.1
H 2.013 0.462 -4.939 0.0 0.0 -0.1
H 4.235 -0.815 -4.637 0.1 0.1 0.1
H 4.601 0.319 -3.319 0.0 -0.1 -0.1
H 2.157 -1.318 -3.293 0.0 0.0 0.2
H 1.474 -3.008 -2.308 0.0 0.0 -0.1
H -0.410 -3.751 -0.907 0.0 -0.1 0.0
H -1.094 -1.178 2.487 0.0 -0.1 -0.1
H -2.781 -2.570 4.018 -0.1 0.0 -0.1
H -3.430 -2.911 2.404 0.1 0.1 0.1
H -4.648 -0.970 3.121 0.0 0.0 0.0
H -3.403 -0.328 2.057 -0.1 0.0 -0.1
H -3.526 -0.295 5.091 0.1 -0.1 0.0
H -1.988 -0.070 4.275 0.1 0.0 0.1
H -3.618 2.000 4.929 0.0 0.1 -0.1
H -4.248 1.660 3.319 -0.1 0.1 0.0
H -2.466 3.382 3.321 0.1 0.0 -0.1
H -1.323 2.207 4.024 0.0 0.0 0.0
H -0.585 0.761 1.011 -0.3 0.3 0.0
H 0.994 -1.321 2.308 0.0 0.1 0.1
H 2.851 -0.540 0.893 0.1 0.1 0.0


[2]
20
Properties=species:S:1:pos:R:3:forces:R:3 method="wB97M-V/def2-TZVPD" de_lowest_kj_mol=213.0 energy_ev=-29095.477 smiles=CCSSCCCO homo_ev=-8.9 orbital_gap_ev=9.55
C 2.444 2.139 1.018 -0.2 -3.5 0.6
C 3.098 1.351 -0.142 0.5 0.3 -0.4
S 2.700 -0.478 -0.234 -0.2 1.0 -0.4
S 1.053 -0.592 -1.465 -1.5 0.2 1.8
C -0.374 -0.555 -0.049 0.2 -0.5 -0.6
C -1.869 -0.654 -0.303 -1.2 0.9 -3.5
C -2.584 -2.022 -0.261 1.3 1.0 -0.6
O -3.857 -1.686 0.174 -2.6 0.5 -1.8
H 1.970 2.971 0.645 -1.5 1.7 -1.0
H 3.057 2.543 1.763 1.4 0.0 1.2
H 1.715 1.422 1.492 0.5 1.1 -0.2
H 2.629 1.903 -0.974 0.7 -1.1 -0.5
H 4.236 1.350 -0.239 -1.6 0.4 0.3
H -0.336 0.433 0.475 1.2 -1.3 -0.1
H -0.244 -1.541 0.478 1.0 1.6 0.3
H -2.270 -0.224 -1.354 1.2 -0.3 2.2
H -2.356 -0.024 0.463 0.2 -0.4 -0.3
H -2.685 -2.427 -1.308 0.8 -0.3 1.2
H -2.071 -2.646 0.489 -0.5 -0.3 -0.5
H -4.256 -1.265 -0.668 0.4 -0.9 2.4